No. 1
{
  "formula": "C35H29ClIrN3O5PSTe",
  "method": "ωB97M-V/def2-TZVPD",
  "species": ["H", "H", "C", "H", "O", "H", "N", "C", "C", "H", "C", "H", "C", "Cl", "H", "C", "H", "C", "C", "C", "O", "H", "C", "Ir", "H", "H", "H", "H", "H", "N", "C", "H", "C", "H", "H", "H", "H", "C", "N", "H", "O", "O", "Te", "O", "H", "H", "C", "C", "P", "C", "C", "C", "H", "H", "C", "C", "H", "C", "C", "S", "H", "C", "C", "C", "H", "C", "C", "C", "C", "C", "C", "C", "C", "H", "C", "H", "C"],
  "positions_angstrom": [[5.321311, -4.003305, -2.059913], [-5.770431, 0.625478, 1.879961], [-7.740384, -0.523647, 0.137263], [4.639572, 4.923696, -1.590058], [0.399037, -0.123092, -2.236988], [0.697427, 2.159277, -2.632013], [-0.800064, -0.132519, -2.716931], [3.962157, 2.957657, -2.113601], [-4.750327, 1.011448, -1.611100], [-4.735678, 2.043422, -1.966255], [-0.464395, -4.623526, 0.793936], [0.623380, -1.795848, 2.247502], [2.118875, 0.063501, 4.404364], [0.827832, -4.406547, 3.167829], [3.213398, 0.966929, -2.348402], [-8.338929, -0.051506, -2.142797], [2.925974, -4.397547, -1.585775], [4.713742, -3.215877, -1.635520], [-6.132676, 0.477788, -1.352453], [-5.455368, 0.026449, 1.022530], [-0.570343, -0.044988, 3.736102], [6.316191, -1.789708, -1.565939], [2.592623, -2.428796, -0.825239], [-0.015193, 0.172854, -0.121122], [-0.602138, 5.353220, 0.266666], [-1.300451, -2.194130, -1.396392], [-9.069139, -0.064281, -2.939940], [4.281230, 3.033289, -3.144380], [3.790068, -0.110949, 5.734209], [-0.326979, -1.865793, 0.395769], [-0.477848, 3.173047, 0.221969], [-8.002785, -0.900528, 1.117540], [0.128364, -3.790052, 1.730417], [-9.661108, -0.938232, -0.703506], [-1.476946, -4.628411, -1.106639], [1.374825, 0.111861, 5.187360], [-4.159408, 0.406812, -2.303852], [3.748866, 3.919472, 0.083069], [-0.086717, 2.203133, -0.676838], [-6.816998, 0.841113, -3.356276], [-1.018651, -0.140220, -3.885341], [-1.713371, -0.125734, -1.839046], [-3.712151, 0.935727, 0.230151], [-0.160275, 0.885373, 1.762937], [5.441529, -0.258569, 3.893907], [4.956135, -0.008062, -0.626778], [5.271035, -1.975620, -1.359758], [0.342792, 2.739733, -1.796213], [2.197807, 0.157352, 0.267332], [2.977484, 1.677555, -0.326993], [3.465342, -0.066225, 4.703873], [-7.074620, 0.458211, -2.377181], [4.701457, -0.169498, 1.571801], [3.904801, 4.744541, 0.764870], [-0.902329, -2.668804, -0.514126], [-0.997808, -4.034468, -0.341702], [-5.173458, -0.960784, 1.395160], [0.173805, -2.425286, 1.500574], [4.492765, -0.964192, -0.823563], [0.273003, 4.421902, -1.832257], [2.854710, 2.674715, 1.580230], [3.963652, -0.088124, 2.356989], [3.157075, 2.751325, 0.542041], [0.207989, 0.302438, 2.884338], [1.551529, -2.636006, -0.640367], [3.136301, -1.176638, -0.543334], [1.690086, 0.143730, 3.085420], [-6.467235, -0.011190, -0.093261], [3.372123, -3.436698, -1.367956], [3.365713, 1.792404, -1.663072], [-0.358030, 4.436960, -0.243233], [2.613451, 0.065774, 2.041481], [4.160388, 4.019387, -1.239691], [-0.500368, -5.692245, 0.952712], [-8.671434, -0.543549, -0.885829], [-0.830385, 2.878277, 1.196335], [4.388550, -0.144622, 3.674974]],
  "forces_ev_per_a": [[0.0, 0.0, 0.0], [0.0, 0.0, 0.0], [0.0, 0.0, 0.0], [0.0, 0.0, 0.0], [-0.6, -0.3, 0.9], [0.1, 0.0, 0.0], [-0.1, 0.1, -0.2], [0.0, 0.0, 0.0], [0.1, 0.0, 0.0], [0.0, 0.0, 0.0], [0.0, 0.1, 0.0], [0.1, 0.0, -0.1], [0.1, 0.0, 0.1], [0.0, 0.0, 0.0], [0.0, 0.0, 0.0], [0.0, 0.0, 0.0], [0.0, 0.0, 0.0], [0.0, 0.0, 0.0], [-0.1, -0.1, 0.1], [0.0, 0.0, 0.0], [-0.2, 0.1, 0.0], [0.0, 0.0, 0.0], [-0.1, 0.0, 0.0], [1.7, -0.1, -1.3], [0.0, 0.0, 0.0], [0.0, -0.1, 0.0], [0.0, 0.0, 0.0], [0.0, 0.0, 0.0], [0.0, 0.0, 0.0], [0.4, 0.4, -0.2], [-0.2, 0.2, 0.1], [0.0, 0.0, 0.0], [-0.1, 0.0, -0.1], [0.0, 0.0, 0.0], [0.0, 0.0, 0.0], [0.0, 0.0, 0.0], [0.0, 0.0, 0.0], [0.0, 0.0, 0.0], [0.4, -0.3, 0.5], [0.0, 0.0, 0.0], [0.1, 0.0, -0.1], [-0.5, 0.3, 0.3], [-0.1, 0.0, 0.1], [-1.0, 0.1, -0.3], [0.0, 0.0, 0.0], [0.0, 0.0, 0.0], [0.0, 0.0, 0.0], [-0.1, 0.0, -0.3], [0.3, 0.1, 0.4], [-0.1, 0.0, 0.1], [-0.1, 0.0, 0.0], [0.0, 0.0, 0.0], [0.0, 0.0, 0.0], [0.0, 0.0, 0.0], [-0.2, -0.1, -0.1], [0.0, 0.0, 0.0], [0.0, 0.0, 0.0], [-0.1, -0.1, 0.3], [0.0, 0.0, 0.0], [0.0, 0.0, 0.1], [0.0, 0.0, 0.0], [0.1, 0.0, 0.0], [0.0, 0.0, 0.0], [0.2, -0.1, 0.1], [0.1, 0.0, -0.1], [0.0, 0.0, -0.1], [-0.2, 0.1, 0.1], [0.0, 0.1, -0.1], [0.0, 0.0, 0.0], [-0.1, -0.1, -0.1], [0.0, -0.1, -0.1], [0.1, 0.0, -0.1], [0.0, 0.0, 0.0], [0.0, 0.0, 0.0], [0.0, 0.0, 0.0], [0.1, 0.0, 0.0], [0.0, 0.0, -0.1]],
  "charge": 2,
  "multiplicity": 2,
  "e_tot_ev": -94235.8454
}


No. 2
{
  "formula": "C27H30N",
  "method": "ωB97M-V/def2-TZVPD",
  "species": ["H", "H", "C", "H", "H", "C", "C", "C", "C", "H", "H", "C", "H", "H", "H", "C", "C", "H", "C", "C", "H", "C", "C", "C", "H", "C", "C", "H", "C", "H", "C", "C", "H", "C", "H", "H", "H", "C", "H", "H", "C", "C", "H", "C", "H", "C", "H", "H", "C", "C", "H", "N", "C", "H", "H", "H", "H", "H"],
  "positions_angstrom": [[-2.705669, -3.095733, 1.228722], [5.050950, 3.386435, -1.488955], [-4.335654, 0.164292, -2.305358], [2.936887, 4.612656, -1.222083], [5.630661, -2.853252, 1.766517], [5.619397, -1.764740, 1.824631], [0.440191, 0.757835, -1.793475], [1.682271, 1.493347, -1.680104], [3.986669, 0.113356, 1.659071], [2.890024, -0.242172, -1.996877], [-3.835078, -1.868928, -1.651230], [-5.006995, -1.761312, 1.765846], [0.306123, 1.438229, 1.877606], [-1.924535, 1.646082, 2.256678], [2.535788, 1.660024, 1.500776], [-3.374634, 0.106836, 2.027238], [4.229153, -1.238407, 1.879298], [5.026521, 0.957016, -1.871682], [-0.793777, 1.299864, -1.763023], [4.098556, 1.494088, -1.752342], [-4.206267, 0.762087, 2.220722], [4.113042, 2.858630, -1.535918], [-2.096910, 0.603292, 2.050179], [2.900231, 0.819643, -1.821768], [-0.431808, -2.224938, 1.228067], [2.924902, 3.546716, -1.387434], [-3.614865, -1.237060, 1.761209], [0.810934, 3.426900, -1.345227], [-2.065648, -0.815957, -2.399118], [6.190644, -1.466905, 2.704564], [-1.243697, -1.580389, 1.507590], [-2.529799, -2.063707, 1.480070], [-5.549479, -1.448119, 0.873206], [2.709099, 0.610237, 1.666021], [-0.902343, 2.356742, -1.621905], [1.055695, -2.233215, 2.453090], [-1.514945, -1.466060, -1.712885], [1.597609, -0.230457, 1.878498], [-5.028553, 0.123062, -1.455346], [3.327861, -3.107864, 2.387206], [0.306788, 0.359794, 1.860670], [1.861606, -1.587722, 2.158005], [-5.552659, -1.394776, 2.635924], [-3.272329, 1.260827, -2.103430], [-5.021908, -2.850602, 1.806000], [-0.983442, -0.229849, 1.819087], [4.816122, 0.775849, 1.481475], [-1.597214, -0.894404, -3.384848], [-3.565635, -1.170976, -2.454539], [3.147854, -2.071926, 2.155725], [6.137342, -1.384838, 0.943373], [-1.965885, 0.589466, -1.941779], [1.725233, 2.874737, -1.457966], [-3.207016, 1.927210, -2.968442], [-4.953100, 0.368860, -3.189792], [-3.824625, -1.681536, -3.391764], [0.514616, -0.303524, -1.939755], [-3.468309, 1.875242, -1.220001]],
  "forces_ev_per_a": [[0.0, -0.2, 0.0], [0.2, 0.1, 0.0], [0.0, 0.0, 0.0], [0.0, 0.1, 0.0], [0.0, 0.0, 0.1], [0.2, -0.4, -0.1], [-0.5, -0.1, 0.2], [0.4, 0.3, 0.0], [0.0, 0.2, 0.0], [0.0, -0.3, -0.1], [0.1, 0.2, -0.1], [-0.2, -0.3, 0.1], [0.0, 0.3, 0.0], [0.0, 0.2, 0.1], [0.0, 0.3, -0.1], [0.0, 0.2, 0.1], [0.1, 0.1, -0.1], [0.1, -0.1, 0.0], [-0.6, -1.4, -0.4], [0.2, 0.1, 0.0], [-0.2, 0.2, 0.1], [0.5, 0.1, 0.0], [0.2, 0.1, -0.1], [-0.4, 0.0, 0.1], [0.1, -0.2, -0.1], [-0.1, 0.1, 0.1], [0.0, 0.1, 0.0], [-0.2, 0.2, 0.0], [0.5, 0.6, 0.1], [0.0, 0.1, 0.0], [0.0, 0.0, -0.1], [0.3, 0.0, 0.0], [0.0, 0.1, 0.0], [0.0, 0.2, 0.0], [-0.4, 0.4, 0.0], [-0.1, -0.2, 0.1], [0.0, 0.0, -0.1], [-0.4, 0.1, 0.1], [0.2, 0.0, -0.1], [0.0, -0.2, 0.0], [0.3, -0.7, -0.2], [0.1, -0.2, 0.1], [0.0, 0.1, -0.1], [0.6, 0.2, 0.0], [0.0, 0.0, -0.1], [0.1, 0.0, 0.0], [0.1, 0.2, -0.1], [0.0, -0.1, 0.0], [0.1, 0.0, 0.1], [-0.5, -0.1, 0.0], [0.0, 0.1, 0.1], [-0.8, -0.3, 0.3], [0.0, -0.3, 0.0], [-0.2, 0.0, 0.0], [0.3, 0.0, 0.2], [0.2, 0.2, 0.2], [0.1, -0.4, -0.1], [-0.1, 0.0, -0.1]],
  "charge": 1,
  "e_tot_ev": -29969.1342
}


No. 3
{
  "formula": "C42H48N6O12",
  "method": "ωB97M-V/def2-TZVPD",
  "species": ["H", "C", "C", "N", "C", "H", "H", "N", "H", "H", "C", "O", "H", "H", "C", "H", "O", "O", "C", "C", "H", "N", "H", "C", "H", "O", "H", "O", "C", "C", "H", "C", "H", "H", "C", "O", "H", "H", "N", "C", "H", "H", "H", "C", "H", "H", "H", "N", "H", "H", "N", "C", "C", "H", "H", "H", "C", "C", "O", "C", "H", "C", "C", "H", "H", "C", "C", "H", "C", "O", "H", "C", "C", "C", "H", "H", "C", "H", "C", "H", "C", "C", "C", "O", "C", "C", "C", "H", "C", "H", "H", "H", "C", "C", "C", "O", "O", "O", "H", "H", "H", "H", "C", "H", "H", "C", "H", "C"],
  "positions_angstrom": [[-12.323056, 5.569433, 6.351623], [-8.791211, 3.949356, 6.189239], [-6.553681, 1.380083, 2.378495], [-8.873149, 1.354911, 3.322188], [3.594771, -2.432943, -2.497140], [-8.039342, 3.161458, 2.525040], [-9.843139, 2.104391, 5.823316], [-0.385488, 2.537375, -1.495453], [3.249562, -5.523513, -1.112575], [1.788309, 4.033052, 3.580203], [0.336641, 1.060999, 3.385774], [-9.262457, 7.993869, 6.922591], [0.847389, 4.653697, -2.672415], [3.968039, 0.946191, -1.539066], [-2.986047, 0.146505, 2.320421], [9.470779, -9.077310, -1.661022], [6.408136, -7.141638, -0.097516], [-11.447988, 7.811362, 6.862449], [-11.329504, 5.128115, 6.308722], [-6.356338, 1.530954, 4.011695], [2.425275, 2.327066, 4.150213], [3.988676, 1.767467, -8.904038], [-6.579147, 0.262557, 2.030757], [2.880283, 3.960121, -2.694542], [4.153283, 0.313319, -6.614499], [-8.284650, 0.512734, 5.604087], [-8.533422, 1.982593, 1.102512], [4.939232, -0.244594, -3.458400], [6.118759, -9.632470, -1.207547], [-9.936985, 3.173218, 6.007713], [-5.984761, 3.165459, 1.074720], [4.992549, -2.395254, -2.588030], [-2.491659, 0.439893, 0.043367], [5.722253, -5.456919, -1.291149], [-10.177858, 5.903526, 6.498232], [4.108784, 2.471675, -9.917630], [6.061482, 0.247186, -5.046682], [5.079914, -11.413652, -1.839242], [5.654613, -1.199519, -3.123158], [5.125460, 1.703089, -7.977728], [-3.853201, -0.669728, 2.237502], [8.247226, 2.987945, -7.539678], [7.107255, -12.479350, -2.790398], [-5.377743, 2.306228, 1.636545], [6.361272, 3.072238, -9.132970], [9.295465, -11.316487, -2.690097], [-0.276374, 0.713417, 1.159628], [7.443418, -7.633183, -0.571098], [1.887357, -3.602335, -1.889781], [-1.590603, -1.774555, 2.092662], [-10.305386, 7.338443, 6.779696], [3.739230, -4.646405, -1.532230], [-3.039819, 1.009481, 0.927872], [-5.197084, 0.477369, 0.150803], [-0.520057, 1.132010, 4.182601], [4.819458, 3.026006, -2.587888], [3.756896, 2.922085, -2.374902], [-1.596459, -0.685205, 2.573209], [6.891885, -1.212274, -3.205003], [7.177831, -11.496048, -2.328512], [-4.680532, 2.856222, 2.406822], [1.042032, 2.663867, -1.812720], [5.041661, 0.903206, -6.830284], [6.850650, -3.470871, -2.231807], [2.982693, -1.596841, -2.828864], [5.765177, -3.484294, -2.161640], [6.036008, -10.896489, -1.794744], [3.260090, 4.868414, -3.157473], [8.504189, -9.575773, -1.692387], [-1.131832, 3.477413, -1.806904], [-7.808250, 3.485397, 6.143583], [6.118034, 0.862703, -5.941773], [7.354830, -8.972909, -1.164189], [-8.081827, 2.034557, 2.195128], [5.219752, -9.178731, -0.796132], [2.678024, 2.943177, 2.315881], [7.265332, 1.615375, -6.198273], [8.099018, 1.586839, -5.498732], [2.971705, -3.564653, -1.967339], [-9.301952, 0.449626, 3.011755], [1.945827, 2.897597, 3.247261], [-4.588463, 1.439092, 0.490784], [-7.896507, 1.057831, 4.448512], [2.972897, 1.117687, -8.617650], [5.130994, -4.609297, -1.631008], [8.409542, -10.841388, -2.274563], [7.349136, 2.405325, -7.345921], [-6.443169, 2.706497, 4.143205], [-8.905356, 5.319330, 6.433237], [-3.248695, 0.782841, 3.277405], [-2.481514, 2.047273, 1.112115], [1.267066, 0.505208, 3.848512], [-11.202611, 3.759553, 6.062543], [-0.223018, 0.107510, 2.159359], [1.517558, 3.835701, -2.417246], [8.546792, -7.068829, -0.581585], [-0.761871, 1.500252, -0.930871], [0.636220, 2.382949, 2.811514], [1.562425, 0.700153, -1.032974], [-1.533107, -0.873103, 3.750302], [-8.002817, 5.910389, 6.572615], [-12.090712, 3.148511, 5.917111], [1.918691, 1.617084, -1.497795], [-4.484461, 2.124216, -0.481094], [0.605621, -0.733902, 1.983248], [6.280409, 2.451689, -8.243176], [-5.449550, 1.008173, 4.535253], [3.278998, 1.751928, -1.782490]],
  "forces_ev_per_a": [[0.4, 0.1, 0.0], [-0.4, 0.3, 0.0], [0.5, 1.5, 0.5], [2.3, -1.1, 0.5], [0.0, 0.0, 0.0], [0.1, -2.0, -0.9], [0.0, 0.3, 0.1], [-1.2, 0.1, 0.2], [0.1, 0.2, -0.1], [0.3, -2.5, -0.6], [-0.9, -1.1, -1.0], [-1.5, -0.9, -0.2], [0.0, -0.3, 0.2], [-0.2, 0.2, -0.1], [-0.8, -1.0, -0.4], [-0.4, 0.0, 0.1], [1.4, -0.7, -0.6], [1.7, -0.6, -0.1], [0.0, 0.0, 0.0], [-2.9, 0.5, -1.2], [-1.0, 0.9, -1.8], [-1.0, 0.1, -0.9], [0.2, 2.1, 0.6], [-0.2, -0.4, 0.2], [0.1, 0.2, -0.2], [2.2, 3.1, -6.9], [0.8, -0.3, 2.5], [0.9, -1.3, 0.7], [0.1, 0.0, 0.0], [-0.1, 0.0, 0.0], [1.4, -1.7, 1.2], [-0.4, -0.8, 0.4], [-1.4, 1.2, 2.1], [-0.1, 0.3, -0.1], [0.1, -0.9, -0.2], [-0.2, -1.0, 1.5], [0.1, 0.4, -0.5], [0.2, 0.2, 0.0], [0.7, 0.5, -0.2], [0.8, 0.0, 0.6], [1.8, 1.7, 0.3], [-0.2, -0.1, 0.0], [0.0, 0.2, 0.1], [-1.4, -0.3, -1.0], [-0.2, -0.2, 0.2], [-0.2, 0.2, 0.1], [-0.2, -1.1, 2.1], [0.4, 1.1, 0.5], [0.2, 0.1, 0.0], [-0.2, 2.5, 0.8], [-0.1, 1.3, 0.3], [0.1, 0.2, -0.1], [-0.3, 0.8, 0.5], [1.1, 2.0, 0.9], [1.7, 0.1, -1.3], [-0.2, -0.1, 0.0], [-0.1, 0.0, 0.0], [0.4, 0.0, 0.8], [-1.8, 0.2, 0.0], [0.0, 0.1, 0.1], [-1.2, -1.4, -1.5], [0.9, 0.1, -0.2], [0.1, 0.1, -0.1], [-0.3, 0.2, 0.0], [0.3, -0.1, 0.0], [-0.1, 0.1, 0.0], [0.3, 0.2, 0.0], [-0.1, -0.2, 0.1], [0.0, 0.0, 0.0], [1.1, -1.5, 0.5], [-0.2, 0.1, 0.1], [0.2, 0.1, -0.4], [-0.1, -0.9, -0.4], [1.3, 0.1, 0.9], [0.4, 0.1, -0.1], [-1.4, -0.4, 2.0], [-0.1, 0.0, -0.1], [-0.2, 0.0, -0.1], [0.4, 0.0, 0.0], [0.4, 1.2, 0.6], [0.3, 1.7, -0.2], [1.0, 0.2, -0.6], [-1.3, -2.1, 3.7], [1.4, 0.9, -0.5], [-0.1, 0.3, -0.2], [-0.3, 0.2, 0.2], [-0.3, -0.2, 0.1], [0.7, -2.3, 0.1], [-0.1, 0.0, 0.0], [0.6, -1.0, -2.0], [-1.0, -2.3, -0.5], [-1.7, 1.5, -0.8], [0.4, 0.4, 0.1], [0.8, -0.9, 0.3], [0.0, -0.1, 0.0], [-1.8, -0.8, 0.0], [0.6, 1.5, -1.1], [1.8, -1.3, 1.9], [-0.1, 0.3, -0.1], [-0.1, 0.3, -2.5], [-0.4, 0.0, 0.0], [0.2, 0.2, 0.0], [0.0, 0.1, 0.0], [-0.2, -1.5, 2.1], [-1.7, 1.8, 0.3], [0.0, 0.0, 0.0], [-2.1, 1.0, -1.0], [-0.3, 0.3, 0.0]],
  "charge": 0,
  "smiles": "COCCCCCCC[C@@H]1CNC(=O)C1.O=[N+]([O-])c1ccccc1.O=[N+]([O-])c1ccccc1.O=[N+]([O-])c1ccccc1.O=[N+]([O-])c1ccccc1.O=[N+]([O-])c1ccccc1",
  "e_tot_ev": -77822.7556
}